(1)
Entry from the OMol25 dataset: a structure of composition C3H8N2O (ωB97M-V with the def2-TZVPD basis set).

```
14
Properties=species:S:1:pos:R:3
C -2.016 0.111 -0.026
C 0.727 1.212 0.544
C 0.982 -1.229 -0.042
N -0.458 0.321 -1.150
N 0.673 0.124 -0.451
O -2.131 -0.488 0.980
H -2.703 0.868 -0.406
H 1.820 1.490 0.740
H 0.102 1.916 0.135
H 0.276 0.854 1.603
H 1.928 -1.306 0.536
H 0.145 -1.644 0.498
H 1.215 -1.861 -0.989
H -0.561 -0.366 -1.972
```

The value obtained for the HOMO-LUMO gap is 8.51 eV. Its total energy is -8264.596 eV. The LUMO energy is 0.0364 hartree. The spin multiplicity is 1.

=====

(2)
Entry from the OMol25 dataset: a cluster of 3 separate species, C4H15N2O2 in total (ωB97M-V with the def2-TZVPD basis set).

```
23
Properties=species:S:1:pos:R:3
N -3.001 1.888 -1.695
C 0.974 -1.458 0.071
C 2.058 -0.903 -0.756
C 3.096 -0.248 0.150
O 4.003 0.645 -0.567
C -0.399 -0.872 0.173
N -1.107 -0.773 1.524
H -2.085 2.265 -1.869
H -3.714 2.233 -2.308
H -3.229 2.090 -0.695
H 0.987 -2.573 0.039
H 1.785 -0.066 -1.444
H 2.588 -1.676 -1.299
H 3.712 -1.007 0.663
H 2.545 0.383 0.886
H 4.746 0.126 -1.027
H -0.352 0.193 -0.212
H -0.989 -1.366 -0.573
H -0.517 -0.102 2.087
H -0.908 -1.699 1.972
H -2.813 0.337 1.545
H -4.080 1.385 1.983
O -3.299 1.201 1.351
```

The value obtained for the HOMO-LUMO gap is 4.04 eV. Its total energy is -11455.729 eV. The LUMO energy is -0.2892 hartree. The spin multiplicity is 1. Its net charge is +1.

=====

(3)
Entry from the OMol25 dataset: the molecule C7H12S (ωB97M-V with the def2-TZVPD basis set).

```
20
Properties=species:S:1:pos:R:3
C 0.563 1.477 1.453
C 0.609 1.172 -0.033
C -0.715 1.321 -0.903
C -1.808 0.287 -0.807
C -1.602 -0.704 0.423
C 1.064 -0.274 -0.217
C 2.224 -0.514 -0.875
H 0.112 0.687 2.101
H -0.023 2.398 1.676
H 1.551 1.716 1.936
H 1.339 1.849 -0.582
H -1.069 2.308 -0.525
H -0.385 1.411 -2.013
H -1.893 -0.271 -1.777
H -2.737 0.820 -0.660
H -2.363 -1.431 0.364
H -1.691 -0.044 1.321
H 2.872 0.304 -1.225
H 2.472 -1.501 -1.025
S -0.012 -1.552 0.385
```

The value obtained for the HOMO-LUMO gap is 9.01 eV. Its total energy is -18287.772 eV. The LUMO energy is 0.0323 hartree. The spin multiplicity is 1.

=====

(4)
Entry from the OMol25 dataset: a cluster of 2 separate species, C4H7NO2 in total (ωB97M-V with the def2-TZVPD basis set).

```
14
Properties=species:S:1:pos:R:3
C 1.747 0.039 0.830
C 0.345 0.173 0.352
C -0.539 -0.982 -0.122
N -1.733 -0.396 -0.656
C -2.067 0.736 -0.256
O -2.707 1.697 -0.069
O -0.235 1.226 0.536
H 1.659 -0.490 1.784
H 2.129 1.044 1.020
H 2.416 -0.519 0.173
H 0.391 0.459 -1.786
H -0.778 -1.549 0.786
H -0.063 -1.675 -0.829
H -0.341 0.343 -1.899
```

The value obtained for the HOMO-LUMO gap is 10.56 eV. Its total energy is -9844.814 eV. The LUMO energy is 0.0234 hartree. The spin multiplicity is 1.

=====

(5)
Entry from the OMol25 dataset: a structure of composition C11H36AsF6O7 (ωB97M-V with the def2-TZVPD basis set).

```
61
Properties=species:S:1:pos:R:3
As 9.464 -1.877 -7.236
F 10.810 -0.757 -7.433
F 9.831 -2.524 -8.904
F 8.015 -2.940 -7.121
F 9.169 -1.228 -5.555
F 8.383 -0.557 -7.812
F 10.538 -3.188 -6.650
C 1.482 -3.928 -8.629
C 1.785 -2.478 -9.042
C 1.995 -1.451 -7.849
O 2.854 -2.546 -9.995
H 0.788 -3.974 -7.790
H 2.363 -4.475 -8.294
H 0.986 -4.464 -9.438
H 0.966 -2.126 -9.669
H 1.130 -1.447 -7.186
H 2.076 -0.394 -8.101
H 2.956 -1.682 -7.389
H 3.704 -2.526 -9.549
C 16.275 -4.730 -10.050
C 15.771 -6.029 -9.457
C 15.930 -5.903 -7.945
O 14.327 -6.305 -9.734
H 16.108 -4.830 -11.122
H 17.320 -4.504 -9.839
H 15.624 -3.929 -9.699
H 16.312 -6.905 -9.817
H 15.611 -6.722 -7.301
H 15.388 -5.106 -7.437
H 16.965 -5.661 -7.701
H 13.870 -5.624 -9.234
C 8.339 -7.305 -13.076
O 7.114 -7.086 -13.756
H 8.812 -8.255 -13.326
H 9.028 -6.489 -13.294
H 8.207 -7.277 -11.995
H 6.543 -7.830 -13.547
C 10.021 -5.742 0.555
O 8.692 -5.187 0.483
H 10.270 -6.342 1.430
H 10.261 -6.390 -0.288
H 10.780 -4.960 0.508
H 8.652 -4.537 -0.222
C 8.597 -1.564 -15.429
O 7.885 -2.488 -16.244
H 8.090 -1.390 -14.480
H 9.623 -1.882 -15.243
H 8.718 -0.615 -15.950
H 8.087 -3.409 -16.065
C 9.161 5.013 -4.856
O 7.983 4.618 -5.556
H 9.438 4.223 -4.157
H 10.001 5.062 -5.549
H 9.076 5.873 -4.191
H 8.028 3.664 -5.651
C 13.521 2.063 -11.755
O 13.361 3.229 -10.928
H 14.175 1.348 -11.256
H 12.537 1.622 -11.911
H 13.992 2.436 -12.664
H 12.768 3.035 -10.198
```

The value obtained for the HOMO-LUMO gap is 10.69 eV. Its total energy is -103469.086 eV. The LUMO energy is 0.0857 hartree. The spin multiplicity is 1. Its net charge is -1.

=====

(6)
Entry from the OMol25 dataset: the ion C6H10N3 with charge +1 (ωB97M-V with the def2-TZVPD basis set).

```
19
Properties=species:S:1:pos:R:3
C -2.949 -0.344 0.692
C -2.972 0.671 -0.196
C 0.941 0.537 0.375
C 0.251 -0.348 -0.649
C 1.707 1.671 0.114
C 0.505 -1.889 -0.377
N -1.714 -0.922 0.630
N -1.773 0.779 -0.767
N -1.086 -0.214 -0.252
H -3.735 -0.573 1.368
H -3.700 1.428 -0.261
H 0.649 0.290 1.453
H 0.409 -0.089 -1.791
H 2.201 1.566 -0.907
H 2.390 1.901 0.849
H 0.937 2.512 -0.047
H 0.348 -1.938 0.737
H 1.451 -2.155 -0.782
H -0.390 -2.293 -0.763
```

The value obtained for the HOMO-LUMO gap is 7.32 eV. Its total energy is -10843.400 eV. The LUMO energy is -0.2541 hartree. The spin multiplicity is 1. Its net charge is +1.

=====

(7)
Entry from the OMol25 dataset: a structure of composition C13H10Cl3F9MoN5O7S2Si (ωB97M-V with the def2-TZVPD basis set).

```
51
Properties=species:S:1:pos:R:3
Mo -0.016 -0.716 0.350
N 1.457 -2.381 0.605
C 1.644 -3.193 -0.608
C 0.338 -3.229 -1.363
O 0.124 -4.051 -2.245
N -0.503 -2.264 -0.951
C -1.808 -2.243 -1.587
C -2.523 -0.982 -1.185
O -3.610 -0.678 -1.601
O -1.829 -0.230 -0.326
H 2.346 -2.083 1.001
H 1.011 -2.931 1.337
H 1.967 -4.207 -0.379
H 2.407 -2.730 -1.237
H -2.412 -3.102 -1.291
H -1.725 -2.279 -2.676
F -3.392 1.526 1.613
C -2.614 2.300 2.336
F -2.375 1.730 3.512
F -3.226 3.471 2.531
S -0.994 2.662 1.538
O -0.400 1.366 1.166
O -0.294 3.379 2.553
N -1.389 3.576 0.355
S -1.204 3.438 -1.201
O -0.849 4.707 -1.756
O -0.498 2.261 -1.621
C -2.939 3.148 -1.757
F -3.555 2.260 -0.999
F -2.889 2.660 -3.007
F -3.630 4.284 -1.765
Cl 0.881 0.556 4.041
Si 1.616 0.285 2.136
Cl 3.426 -0.856 2.551
Cl 2.561 2.073 1.609
N 4.512 0.519 -5.669
C 3.843 0.418 -4.742
C 3.002 0.283 -3.569
C 1.633 0.132 -3.709
C 0.873 -0.011 -2.564
N 1.409 -0.020 -1.338
C 2.728 0.129 -1.216
C 3.567 0.287 -2.306
H 1.158 0.122 -4.679
H -0.196 -0.125 -2.628
H 3.132 0.125 -0.213
H 4.631 0.407 -2.161
F -1.743 -0.895 2.824
C -1.135 -1.729 1.946
F -2.124 -2.551 1.498
F -0.347 -2.562 2.735
```

The value obtained for the HOMO-LUMO gap (alpha / beta) is 7.50 / 7.82 eV. Its total energy is -128863.438 eV. The LUMO energy (alpha / beta) is 0.0376 / 0.0298 hartree. The spin multiplicity is 3. Its net charge is -1.

=====

(8)
Entry from the OMol25 dataset: a cluster of 2 separate species, F3H3S2Si2 in total (ωB97M-V with the def2-TZVPD basis set).

```
10
Properties=species:S:1:pos:R:3
F 1.982 0.203 -1.851
F 2.480 1.515 0.312
F 2.861 -0.987 0.102
Si -1.246 -0.403 -0.022
Si 1.798 0.154 -0.262
S -2.226 1.527 -0.439
S -1.766 -0.790 1.977
H -1.752 -1.624 -0.615
H -1.241 2.181 -1.047
H -0.889 -1.775 1.846
```

The value obtained for the HOMO-LUMO gap is 8.20 eV. Its total energy is -45631.828 eV. The LUMO energy is -0.0505 hartree. The spin multiplicity is 1.

=====

(9)
Entry from the OMol25 dataset: a structure of composition C32H40IrN6S3Si3 (ωB97M-V with the def2-TZVPD basis set).

```
85
Properties=species:S:1:pos:R:3
Ir 0.388 0.127 -0.236
C -0.291 0.441 -3.774
Si -1.426 1.217 -2.494
C -2.692 -0.085 -1.990
C -2.359 2.598 -3.317
C -0.433 1.880 -1.007
Si -1.448 2.806 0.311
C -0.456 2.909 1.890
C -1.783 4.529 -0.311
C -3.041 1.910 0.671
Si 1.073 2.835 -1.516
C 0.895 4.054 -2.911
C 1.989 3.668 -0.129
C 2.258 1.475 -2.009
C 3.364 1.581 -2.839
C 4.237 0.512 -2.965
C 3.991 -0.654 -2.253
C 2.871 -0.727 -1.455
N 2.028 0.310 -1.347
H -0.892 -0.075 -4.529
H 0.401 -0.283 -3.336
H 0.313 1.189 -4.295
H -2.680 -0.923 -2.694
H -3.700 0.335 -2.001
H -2.529 -0.488 -0.990
H -2.921 2.191 -4.164
H -1.703 3.384 -3.695
H -3.079 3.058 -2.637
H 0.135 3.826 1.937
H 0.243 2.076 1.976
H -1.108 2.885 2.766
H -0.855 5.096 -0.424
H -2.417 5.069 0.397
H -2.289 4.527 -1.277
H -2.869 0.872 0.978
H -3.715 1.895 -0.189
H -3.563 2.409 1.492
H 0.092 4.765 -2.706
H 0.672 3.566 -3.863
H 1.818 4.628 -3.034
H 1.449 4.532 0.263
H 2.954 4.020 -0.503
H 2.177 2.985 0.703
H 3.536 2.503 -3.378
H 5.108 0.586 -3.603
H 4.658 -1.502 -2.311
H 2.630 -1.615 -0.886
N -4.434 -7.600 -5.831
C -3.894 -6.926 -5.075
C -3.219 -6.081 -4.118
C -3.182 -6.444 -2.776
C -2.568 -5.618 -1.851
C -1.997 -4.428 -2.266
C -2.017 -4.066 -3.606
C -2.623 -4.895 -4.531
N -1.412 -3.545 -1.298
C -1.612 -3.572 0.072
C -0.940 -2.514 0.582
N -0.334 -1.836 -0.464
C -0.637 -2.484 -1.569
H -3.639 -7.370 -2.457
H -2.548 -5.918 -0.812
H -1.590 -3.131 -3.940
H -2.648 -4.614 -5.575
H -2.211 -4.316 0.564
H -0.848 -2.194 1.606
H -0.271 -2.228 -2.548
S -1.044 0.370 6.481
C 0.040 0.042 5.297
S -0.482 -0.119 3.639
C 1.155 -0.347 3.127
N 2.005 -0.321 4.080
N 1.399 -0.114 5.301
C 2.294 -0.121 6.432
C 3.653 0.049 6.184
C 4.554 0.007 7.233
C 4.112 -0.199 8.534
C 2.760 -0.366 8.769
C 1.843 -0.333 7.726
S 1.683 -0.772 1.515
H 4.000 0.208 5.174
H 5.608 0.139 7.031
H 4.819 -0.229 9.353
H 2.399 -0.531 9.776
H 0.796 -0.478 7.929
```

The value obtained for the HOMO-LUMO gap (alpha / beta) is 5.50 / 5.50 eV. Its total energy is -101747.335 eV. The LUMO energy (alpha / beta) is -0.1591 / -0.1594 hartree. The spin multiplicity is 1. Its net charge is +1.

=====

(10)
Entry from the OMol25 dataset: the molecule C19H23N3O3S (ωB97M-V with the def2-TZVPD basis set).

```
49
Properties=species:S:1:pos:R:3
C -7.270 -2.005 -0.990
C -6.175 -2.908 -0.432
H -6.621 -3.803 0.011
O -5.468 -2.306 0.637
C -4.545 -1.348 0.390
C -3.990 -0.744 1.524
C -3.026 0.229 1.410
C -2.580 0.643 0.152
C -3.147 0.046 -0.973
C -4.109 -0.938 -0.869
H -4.508 -1.375 -1.770
H -2.811 0.371 -1.947
C -1.563 1.696 -0.071
O -1.506 2.289 -1.128
C -0.604 1.982 1.077
C 0.224 0.741 1.432
C 1.225 0.432 0.326
N 2.125 1.558 0.153
C 3.232 1.255 -0.720
C 4.225 0.292 -0.094
O 4.126 -0.235 0.989
N 5.307 0.050 -0.901
C 6.330 -0.784 -0.519
N 7.364 -1.015 -1.255
C 8.213 -1.871 -0.633
C 7.816 -2.295 0.592
S 6.293 -1.598 1.020
H 8.320 -2.964 1.258
H 9.119 -2.147 -1.139
H 5.405 0.487 -1.806
H 3.768 2.185 -0.934
H 2.906 0.825 -1.690
C 1.387 2.728 -0.293
C 0.351 3.132 0.752
H -0.212 3.987 0.377
H 0.871 3.424 1.666
H 2.092 3.552 -0.429
H 0.882 2.543 -1.255
H 1.814 -0.440 0.612
H 0.687 0.203 -0.614
H -0.418 -0.126 1.591
H 0.781 0.939 2.349
H -1.216 2.268 1.940
H -2.640 0.684 2.309
H -4.345 -1.064 2.491
H -5.484 -3.223 -1.223
H -6.849 -1.092 -1.405
H -7.814 -2.529 -1.771
H -7.963 -1.733 -0.198
```

The value obtained for the HOMO-LUMO gap is 9.01 eV. Its total energy is -41524.737 eV. The LUMO energy is 0.0203 hartree. The spin multiplicity is 1.

=====

(11)
Entry from the OMol25 dataset: the molecule C5H12O3S2 (ωB97M-V with the def2-TZVPD basis set).

```
22
Properties=species:S:1:pos:R:3
C -0.430 -1.540 0.624
C -2.399 -0.714 -0.736
C -0.138 -0.853 -1.728
C 1.950 2.114 1.626
C -0.886 -0.562 -0.455
O -0.681 1.215 1.941
O 2.135 1.803 -1.200
O 2.293 -0.072 0.286
S -0.411 1.188 -0.071
S 1.715 1.191 0.073
H 0.268 -2.209 0.178
H 0.029 -0.984 1.488
H -1.393 -2.104 1.061
H -2.509 -1.432 -1.633
H -2.795 0.366 -0.974
H -2.984 -1.106 0.137
H -0.358 -0.197 -2.457
H 0.885 -1.111 -1.640
H -0.389 -1.854 -2.111
H 1.272 1.559 2.267
H 2.987 2.145 1.812
H 1.839 3.156 1.512
```

The value obtained for the HOMO-LUMO gap is 9.02 eV. Its total energy is -33187.030 eV. The LUMO energy is -0.0261 hartree. The spin multiplicity is 1.

=====

(12)
Entry from the OMol25 dataset: the ion C3H5N2 with charge +1 (ωB97M-V with the def2-TZVPD basis set).

```
10
Properties=species:S:1:pos:R:3
C -0.587 0.284 1.242
C 0.311 -0.691 2.106
C 0.203 -0.168 -0.007
N 0.927 -0.964 0.856
N 0.194 0.078 -1.336
H -1.648 0.035 1.249
H -0.474 1.332 1.513
H 1.692 -1.613 0.679
H 0.840 -0.373 -1.976
H -0.485 0.731 -1.711
```

The value obtained for the HOMO-LUMO gap is 9.13 eV. Its total energy is -6161.814 eV. The LUMO energy is -0.2105 hartree. The spin multiplicity is 1. Its net charge is +1.